# 1
{
  "formula": "C17H16F6N6O5OsS3",
  "method": "the ωB97M-V functional and the def2-TZVPD basis",
  "total_energy_ev": -88329.536,
  "homo_lumo_gap_ev": [6.48, 6.53],
  "lumo_ev": [-8.844, -8.824],
  "charge": 2,
  "symbols": ["Os", "O", "C", "N", "C", "C", "C", "C", "C", "C", "N", "C", "C", "C", "C", "C", "N", "H", "H", "H", "H", "H", "H", "H", "H", "H", "H", "F", "C", "F", "F", "S", "O", "O", "N", "S", "O", "O", "C", "F", "F", "F", "S", "C", "N", "C", "C", "N", "H", "H", "H", "H", "H", "H"],
  "positions_angstrom": [[0.4395, -0.3206, -0.1808], [3.0337, -2.2070, -2.5983], [2.0398, -1.7875, -2.0808], [2.0279, -0.7476, -1.1337], [3.3001, -0.2603, -0.6378], [3.0237, 0.9347, 0.2195], [4.0215, 1.6775, 0.8177], [3.6748, 2.7867, 1.5690], [2.3333, 3.1270, 1.7012], [1.3869, 2.3353, 1.0989], [1.7205, 1.2540, 0.3717], [0.6571, -2.2945, -2.3129], [0.3785, -3.2706, -3.2389], [-0.9374, -3.7047, -3.3628], [-1.9096, -3.1592, -2.5406], [-1.5562, -2.1745, -1.6345], [-0.2962, -1.7459, -1.5329], [3.9764, -0.0424, -1.4674], [3.7850, -1.0452, -0.0447], [5.0537, 1.3753, 0.7022], [4.4417, 3.3793, 2.0492], [2.0265, 3.9888, 2.2756], [0.3327, 2.5548, 1.1846], [1.1835, -3.6740, -3.8380], [-1.1934, -4.4626, -4.0907], [-2.9361, -3.4930, -2.5900], [-2.2828, -1.7277, -0.9694], [0.5199, -4.9573, 0.9646], [-0.3945, -4.2678, 1.6176], [-1.3109, -3.8412, 0.7378], [-0.9698, -4.9798, 2.5469], [0.4055, -2.7341, 2.2897], [0.9419, -2.1217, 1.0222], [1.3451, -3.0333, 3.2978], [-0.8949, -1.9278, 2.7525], [-0.8134, -0.4247, 2.4636], [-1.3209, -0.0802, 1.0713], [0.4654, 0.1996, 2.6662], [-2.0511, 0.4231, 3.5444], [-1.7282, 0.2943, 4.8017], [-3.2559, -0.0492, 3.2965], [-1.9939, 1.7041, 3.1749], [-0.1803, 1.1780, -2.0974], [-1.3424, 2.3201, -1.5294], [-1.8940, 2.3715, -0.3243], [-2.8274, 3.5051, -0.1950], [-2.7912, 4.1334, -1.6027], [-1.7818, 3.3109, -2.2860], [-1.8391, 1.6152, 0.3418], [-2.4729, 4.1938, 0.5697], [-3.8197, 3.1567, 0.0813], [-2.4902, 5.1780, -1.5881], [-3.7462, 4.0607, -2.1195], [-1.4843, 3.4765, -3.2336]]
}



# 2
{
  "formula": "C19H32BrNO4Re",
  "method": "the ωB97M-V functional and the def2-TZVPD basis",
  "spin_multiplicity": 2,
  "total_energy_ev": -102056.645,
  "homo_lumo_gap_ev": [7.81, 7.62],
  "lumo_ev": [-6.634, -6.792],
  "s2": 1.199,
  "charge": 2,
  "symbols": ["Re", "C", "C", "O", "C", "C", "O", "C", "C", "O", "C", "C", "O", "H", "H", "H", "H", "H", "H", "H", "H", "H", "H", "H", "H", "H", "H", "H", "H", "C", "C", "C", "C", "C", "Br", "N", "C", "H", "H", "H", "H", "H", "H", "C", "C", "C", "C", "C", "H", "H", "H", "H", "H", "H", "H", "H", "H", "H"],
  "positions_angstrom": [[1.8199, 0.6351, -0.2107], [-1.0380, 1.6487, -1.5221], [-0.0808, 1.5751, -2.7117], [1.2310, 1.9565, -2.3254], [1.4229, 3.3678, -2.1781], [2.5902, 3.5441, -1.2105], [2.2959, 2.9064, 0.0321], [1.6495, 3.7119, 1.0200], [1.4003, 2.7913, 2.2217], [0.6962, 1.6104, 1.8441], [-0.7177, 1.7919, 1.7529], [-1.3627, 0.8501, 0.7098], [-0.5566, 0.7846, -0.4846], [-1.1157, 2.6816, -1.1562], [-2.0354, 1.3137, -1.8273], [0.0022, 0.5392, -3.0508], [-0.4417, 2.2063, -3.5296], [1.6453, 3.8078, -3.1542], [0.5243, 3.8421, -1.7719], [3.4626, 3.0212, -1.6133], [2.8350, 4.5973, -1.0602], [2.3107, 4.5302, 1.3235], [0.7145, 4.1398, 0.6315], [2.3591, 2.4501, 2.6216], [0.8531, 3.3215, 3.0045], [-1.1636, 1.6009, 2.7350], [-0.9314, 2.8299, 1.4786], [-1.8211, -0.4995, 2.2951], [-2.3227, 1.3077, 0.4554], [0.9057, -4.9941, -0.0368], [1.8250, -3.8300, -0.1271], [3.2113, -3.9814, -0.0956], [4.0342, -2.8594, -0.1321], [3.4129, -1.6407, -0.1798], [4.2667, 0.0934, -0.1376], [2.0796, -1.4406, -0.2262], [1.3122, -2.5337, -0.2204], [1.4572, -5.9280, -0.0095], [0.2172, -5.0198, -0.8792], [0.3121, -4.9280, 0.8742], [3.6571, -4.9640, -0.0476], [5.1095, -2.9437, -0.1161], [0.2465, -2.3720, -0.2891], [-3.1993, -2.4855, 1.4306], [-2.8912, -1.2422, 0.5913], [-2.6451, -1.6641, -0.8596], [-4.1245, -0.3311, 0.6423], [-1.6498, -0.5601, 1.2221], [-3.9816, -3.0689, 0.9539], [-3.5512, -2.1972, 2.4170], [-2.3208, -3.1147, 1.5462], [-3.5660, -2.0656, -1.2735], [-1.8891, -2.4431, -0.9275], [-2.3413, -0.8291, -1.4850], [-5.0185, -0.9320, 0.5023], [-4.1228, 0.4210, -0.1433], [-4.2092, 0.1668, 1.6040], [-0.7596, -1.1769, 1.0831]]
}



# 3
{
  "formula": "C25H28BrF5N9OSY",
  "method": "the ωB97M-V functional and the def2-TZVPD basis",
  "total_energy_ev": -137337.173,
  "homo_lumo_gap_ev": 7.91,
  "lumo_ev": -5.354,
  "charge": 2,
  "symbols": ["Y", "C", "C", "N", "C", "C", "C", "C", "C", "C", "C", "N", "C", "C", "N", "N", "H", "H", "H", "H", "H", "H", "H", "H", "H", "H", "H", "H", "H", "H", "H", "H", "H", "H", "C", "C", "N", "N", "C", "S", "N", "N", "H", "H", "H", "H", "H", "H", "Br", "C", "C", "C", "C", "N", "C", "H", "H", "H", "H", "F", "C", "C", "F", "C", "F", "C", "O", "C", "F", "C", "F"],
  "positions_angstrom": [[0.5603, 0.0534, -0.0292], [-1.0607, 3.1273, -0.3737], [-0.9720, 2.8108, 1.1043], [-1.2442, 1.3747, 1.3772], [-2.6478, 0.9997, 1.1543], [-2.9162, 0.5313, -0.2559], [-4.1883, 0.6395, -0.7953], [-4.4048, 0.2129, -2.0938], [-3.3323, -0.2762, -2.8242], [-2.0913, -0.3505, -2.2179], [-0.8856, -0.8478, -2.9735], [0.3485, -0.1564, -2.5591], [0.5287, 1.1769, -3.1940], [-0.3257, 2.2596, -2.5553], [-0.0763, 2.3197, -1.1075], [-1.8883, 0.0195, -0.9430], [-0.9111, 4.1993, -0.5233], [-2.0565, 2.8955, -0.7554], [-1.6639, 3.4492, 1.6599], [0.0374, 3.0252, 1.4638], [-1.0544, 1.2327, 2.3621], [-3.3231, 1.8281, 1.3850], [-2.9016, 0.1954, 1.8500], [-4.9908, 1.0682, -0.2086], [-5.3875, 0.2865, -2.5417], [-3.4514, -0.5790, -3.8565], [-1.0616, -0.7445, -4.0467], [-0.7486, -1.9151, -2.7776], [1.1190, -0.7299, -2.8875], [0.3084, 1.1240, -4.2633], [1.5821, 1.4402, -3.0869], [-1.3871, 2.0643, -2.7125], [-0.1035, 3.2099, -3.0480], [0.8428, 2.7293, -0.9584], [-2.3219, -5.1001, 1.8218], [-0.8898, -4.7399, 1.6939], [0.1200, -5.4823, 1.9917], [1.2164, -4.7091, 1.7124], [0.9245, -3.5004, 1.2416], [1.9745, -2.2852, 0.7510], [-0.4344, -3.5037, 1.2348], [-1.1752, -2.4222, 0.7635], [-2.3919, -6.1314, 2.1559], [-2.8446, -5.0058, 0.8687], [-2.8203, -4.4656, 2.5578], [2.1426, -5.0849, 1.8443], [-1.6616, -2.6966, -0.0862], [-1.8829, -2.1925, 1.4556], [0.1885, -1.2932, 6.0119], [1.0172, -0.1845, 4.7418], [1.9369, 0.7855, 5.1107], [2.5098, 1.5497, 4.1091], [2.1477, 1.3279, 2.7894], [1.2539, 0.3954, 2.4393], [0.7111, -0.3495, 3.4076], [2.2002, 0.9319, 6.1500], [3.2413, 2.3103, 4.3444], [2.5907, 1.8950, 1.9814], [0.0171, -1.1286, 3.1074], [6.7366, 1.0613, -3.4301], [5.6639, 1.1007, -2.6540], [4.8238, 0.0055, -2.5659], [5.0682, -1.0994, -3.2604], [3.7150, 0.0820, -1.7485], [2.8561, -0.9703, -1.6705], [3.3884, 1.1988, -0.9960], [2.2926, 1.2288, -0.2318], [4.2496, 2.2850, -1.1138], [3.9787, 3.3944, -0.4150], [5.3695, 2.2425, -1.9243], [6.1666, 3.2970, -2.0055]]
}



Question: charge of number 3 (C25H28BrF5N9OSY)?
Answer: +2